1.
49
Properties=species:S:1:pos:R:3:forces:R:3 method="wB97M-V/def2-TZVPD" e_above_lowest_kcal_mol=31.7 e_tot_ha=-5918.55128 e_homo_ev="-4.59 / -4.60" largest_force_ev_per_a=2.60 charge=-1 gap_ev="6.659 / 6.654"
C -1.87992 0.60693 -0.86334 1.320 2.233 -0.171
C -4.07065 1.43402 -0.16121 -0.148 -0.130 -0.238
C 4.56647 -3.60396 -3.45671 -0.240 -0.016 0.047
C 4.58336 -4.72135 -1.20757 -0.069 0.021 -0.002
O 0.86751 -2.09409 -0.00401 1.097 0.022 0.451
Cl -6.05282 2.11419 -1.87624 -0.145 0.030 -0.004
H 4.81994 -1.43161 -0.99724 0.229 0.042 0.096
H 1.51505 2.07309 0.49575 0.321 0.108 -0.072
Cl -2.28961 0.76260 1.76059 -0.086 0.154 0.381
C -2.31384 0.76673 -2.18334 0.295 -0.362 0.380
Ge 3.38562 0.37305 0.20997 0.469 -0.494 0.253
H 1.98657 -2.36619 -5.26770 -0.017 0.057 -0.091
H 3.14989 -1.94922 -0.79679 -0.172 -0.146 0.102
H 5.28348 1.88684 -0.77217 -0.012 0.051 -0.232
C 2.47023 -3.99380 -2.34111 0.289 0.020 -0.326
O 1.87443 -4.52627 -1.24301 0.255 -0.048 0.044
Cl -4.10201 1.30824 -4.14896 0.043 0.028 -0.213
C 3.78423 -1.10973 -1.04486 -0.155 0.401 0.359
C 2.50898 -2.86249 -4.46544 0.285 -0.030 -0.008
H 3.56658 -0.82317 -2.07025 -0.046 0.102 -0.154
C 0.51059 -4.24021 -1.00707 -0.439 0.376 0.012
Pt 0.10725 0.08048 -0.55644 -0.493 -2.293 -0.239
O -0.61212 -2.22068 -1.63699 -0.879 0.714 -0.181
H 3.03371 0.53249 2.76477 0.010 0.140 0.016
H 2.25251 -0.90150 2.10865 -0.133 -0.125 -0.037
Cl 4.78017 -2.36422 -5.83775 0.196 0.155 -0.314
C -4.47626 1.54478 -1.49092 0.270 -0.039 0.024
C 1.75569 1.35175 -0.29151 -1.711 0.558 0.042
H -0.13323 -4.65942 -1.79080 0.155 0.050 0.040
H 0.73182 -3.22447 -3.35701 -0.125 -0.002 0.048
H 5.89735 0.91141 0.55046 0.057 -0.221 0.074
C -2.79917 0.95832 0.12762 0.490 -0.395 -0.115
H 3.99397 -0.90108 2.40173 0.146 -0.071 -0.027
H 1.88315 1.89516 -1.23312 0.079 0.052 0.109
C 3.88410 -2.99093 -4.49470 -0.257 -0.052 0.119
H 0.28070 -4.72431 -0.05329 0.007 0.099 -0.149
Cl -5.16133 1.88747 1.09038 -0.045 0.009 0.198
C 3.15328 -0.29691 2.07054 0.011 0.152 -0.499
C 5.05522 1.51178 0.21944 -0.769 -0.150 -0.043
H 5.65424 -4.54218 -1.26968 0.072 -0.024 -0.016
Cl -1.16077 0.39537 -3.39941 -0.125 0.120 -0.716
C -3.59072 1.19704 -2.51099 -0.190 -0.080 0.170
C 1.80001 -3.36500 -3.38662 -0.073 -0.169 0.315
C 0.22600 -2.71524 -0.87917 0.369 -0.873 0.252
H 5.64353 -3.66605 -3.48036 0.120 -0.009 -0.021
H 4.20197 -4.29246 -0.28240 0.027 -0.006 0.098
H 4.40278 -5.79508 -1.16571 0.011 -0.088 0.064
H 4.96559 2.36166 0.88793 -0.077 0.151 0.140
C 3.87235 -4.10825 -2.37303 -0.216 -0.024 0.034

2.
53
Properties=species:S:1:pos:R:3:forces:R:3 method="wB97M-V/def2-TZVPD" e_above_lowest_kcal_mol=71.9 s_squared=0.757 e_tot_ha=-2893.14102 e_homo_ev="-7.91 / -8.68" multiplicity=2 largest_force_ev_per_a=0.95 gap_ev="7.534 / 8.306"
C -0.51945 -0.50120 -0.07939 0.076 0.033 0.113
H 1.92773 3.42755 0.05312 -0.016 -0.027 -0.011
H -2.20421 -1.62371 4.92061 0.005 0.004 0.022
C -1.01737 -3.24822 4.17045 0.028 0.047 -0.034
C 0.34556 0.91067 1.75329 -0.004 -0.028 -0.052
O -0.12572 0.38816 -0.88344 -0.089 0.004 0.235
S -1.41742 2.43380 -2.98914 -0.056 -0.152 0.047
H 1.14760 5.00617 -0.12867 0.020 0.008 -0.009
H 0.26910 3.48892 -4.85534 0.002 0.004 -0.003
O 3.74987 -0.35447 -2.11101 -0.068 -0.044 0.003
S -0.15493 -0.42290 -6.15868 0.121 0.348 -0.261
O 1.64293 -1.19151 -2.83969 0.073 0.180 0.023
C -1.62362 -4.81237 2.31409 0.002 0.009 -0.032
H 0.76591 1.56577 1.00535 -0.031 0.017 -0.020
C -1.17052 -1.70887 -0.41652 -0.057 0.019 -0.008
O -1.75036 -1.13958 -2.64121 0.001 0.034 -0.577
C -0.74809 -1.17894 2.31095 -0.019 -0.033 0.129
C 1.20705 3.66852 -4.33646 -0.038 -0.010 -0.003
H -1.40328 -3.97588 4.88381 0.005 -0.010 -0.007
H -2.01192 -3.48654 0.28550 0.051 -0.016 -0.015
C -0.29496 -0.27242 1.34813 0.004 0.074 -0.064
O 2.01828 1.12707 -2.76062 -0.039 -0.009 -0.023
H -2.84539 -3.21179 3.06482 0.006 0.035 0.009
N 0.94173 3.78125 -2.91905 0.054 -0.061 -0.004
H 1.64610 4.60108 -4.68982 -0.007 0.001 -0.007
H -2.37015 -5.06555 1.56435 0.011 0.005 -0.011
C -0.06811 3.21199 -2.26902 -0.085 0.367 -0.194
C -1.59859 -2.10987 -1.81978 0.081 0.095 0.084
O -1.84483 -3.28816 -2.02426 -0.115 0.012 0.035
C -0.04119 0.31684 4.05564 0.044 0.047 -0.046
H 0.03687 -3.47923 3.98983 -0.004 -0.040 0.035
C -1.15118 -1.83554 4.70910 0.014 -0.002 -0.023
F 1.05075 2.32213 3.48374 0.018 -0.009 0.005
H -1.73167 -5.52181 3.13394 -0.019 -0.002 -0.004
H 2.28727 5.23380 -2.20384 -0.006 0.001 -0.002
H -0.50195 2.88052 -0.31208 -0.030 -0.021 -0.039
C -1.52424 -2.57022 0.58406 0.070 -0.074 -0.051
Cl 2.68332 -0.16994 -3.03386 -0.043 0.011 0.021
C 1.33001 4.04739 -0.61420 0.014 0.008 -0.014
H -0.60352 -1.71604 5.64378 -0.010 0.008 0.006
Rh -0.23452 0.32156 -2.96033 0.626 0.154 0.528
N 0.06552 3.40394 -0.95594 0.048 -0.076 0.084
C -0.63375 -0.86449 3.68712 0.008 -0.065 -0.109
H -0.63400 -4.94355 1.87419 0.010 -0.009 0.026
N -1.32474 -2.37427 1.89484 -0.055 0.058 0.033
O 3.13630 -0.17988 -4.38727 -0.031 -0.027 0.064
H 0.05920 0.57695 5.10163 0.019 0.016 -0.005
H 1.89234 2.84018 -4.52643 0.018 0.010 0.007
H 2.86010 3.55305 -2.11628 -0.003 -0.005 0.007
C -1.78514 -3.40224 2.86832 -0.030 -0.038 0.011
C 1.99329 4.20529 -1.99606 0.024 -0.034 0.011
C -0.17478 0.15193 -4.75258 -0.561 -0.765 -0.009
C 0.45275 1.18465 3.08029 -0.037 -0.052 0.097

3.
47
Properties=species:S:1:pos:R:3:forces:R:3 method="wB97M-V/def2-TZVPD" e_above_lowest_kcal_mol=0.0 e_tot_ha=-2079.55831 e_homo_ev=-8.85 largest_force_ev_per_a=0.87 smiles="O=C(CCS(=O)(=O)c1ccc2c(c1)NC(=O)CO2)NCCc1ccc(Cl)cc1" gap_ev=9.247
H -2.30333 1.79672 3.60893 0.149 0.054 0.062
C 1.33983 -0.37647 0.89383 0.027 -0.108 -0.074
H 0.63100 -1.15700 2.76719 -0.029 -0.133 0.074
C 0.48471 1.59353 -3.23679 -0.193 0.065 0.084
Cl 2.26499 -5.15345 0.42582 0.167 -0.133 0.048
C -0.59700 1.48166 -2.16329 0.017 -0.199 -0.585
C -2.32737 -1.54146 -0.96206 0.178 0.217 0.106
H -2.66036 -1.68033 -1.99126 -0.075 -0.008 0.002
C -1.21599 -2.49831 -0.63389 -0.154 -0.100 -0.112
C 0.95476 1.96990 0.52375 -0.079 0.014 0.183
H 1.74088 -1.30857 0.53190 -0.007 -0.243 0.020
H -0.16821 -0.50294 -2.00188 -0.086 0.203 -0.103
O 3.71314 0.62052 -1.21701 0.110 0.267 0.052
H -3.17516 -1.70865 -0.29656 -0.027 -0.011 -0.030
N -0.84850 0.21775 -1.78255 -0.256 -0.447 0.077
H -0.53705 -2.71649 -2.65607 -0.030 0.060 -0.136
H 0.24622 -3.99032 2.03886 0.039 -0.050 0.101
S 2.30285 0.51831 -1.46812 0.508 0.250 0.090
C 0.92427 -4.14287 0.01520 -0.153 0.122 -0.111
C 0.07484 -3.69586 1.01531 0.036 -0.025 -0.004
C -1.30291 2.05151 3.99533 -0.492 0.201 0.197
O -1.28077 4.44597 3.80039 -0.195 0.073 0.152
H 1.04741 2.86081 -0.07507 -0.049 0.124 -0.096
C -0.98485 -2.87244 0.68441 0.049 -0.088 -0.088
H -2.66467 0.61164 -0.90761 0.080 -0.085 0.095
O 1.82383 -0.72359 -2.03307 -0.092 -0.056 -0.153
C -1.84323 -0.09898 -0.78273 -0.293 0.183 0.000
C 0.18318 0.91333 2.55584 0.151 -0.009 -0.458
H -1.37526 2.17573 5.07808 0.005 0.085 -0.231
C 0.31330 2.05496 1.75140 0.082 -0.511 0.107
H 2.63468 1.87445 -3.35905 0.145 -0.095 0.110
C 1.84078 1.86700 -2.61489 -0.134 -0.566 0.648
C -0.91386 3.38319 3.36303 0.094 -0.205 0.109
C 1.44317 0.74970 0.09787 0.192 0.144 -0.474
H 0.02386 4.10923 1.70678 -0.086 -0.035 0.175
C -0.36355 -2.97484 -1.62206 -0.089 -0.081 0.171
H 0.53524 0.66666 -3.80787 0.004 0.072 -0.056
H 1.86890 2.79677 -2.05576 0.057 0.131 0.029
H 0.21654 2.41636 -3.90278 0.002 -0.075 0.081
O -1.18184 2.45077 -1.71898 -0.085 0.404 0.125
H -1.42880 0.02588 0.22598 -0.074 0.041 -0.036
H 1.37217 -4.14317 -2.07811 0.099 -0.051 -0.052
H -1.64503 -2.51828 1.46268 -0.084 0.051 0.102
N -0.16963 3.26683 2.23308 0.173 0.295 -0.280
O -0.41601 0.97137 3.77232 0.327 -0.031 -0.043
C 0.71522 -0.29583 2.12578 -0.033 0.356 0.012
C 0.70760 -3.79072 -1.30629 0.105 -0.068 0.111

4.
43
Properties=species:S:1:pos:R:3:forces:R:3 method="wB97M-V/def2-TZVPD" s_squared=6.040 e_tot_ha=-1797.19016 e_homo_ev="-12.25 / -15.43" multiplicity=5 largest_force_ev_per_a=7.47 charge=+2 gap_ev="5.605 / 4.339"
C -2.47518 -1.25180 0.08197 -0.334 0.343 -0.280
C -1.47938 -0.40571 -0.42304 0.251 0.344 -0.214
C 1.09190 4.11322 -1.17657 -1.213 1.188 0.205
C 3.53604 -2.03755 -0.15842 0.368 -0.325 -0.410
H -2.21661 -1.09751 3.24541 1.603 -0.493 -1.253
O 0.08372 -0.63650 4.67288 -0.289 -1.680 2.223
C 1.29924 -1.11010 -0.28270 -1.237 -0.042 -1.180
C -2.81726 0.05747 -2.40380 -0.021 -0.168 0.087
Cl 0.56307 -2.58243 2.46206 0.932 -1.013 -0.590
C -3.84328 -0.73745 -1.88314 0.231 0.085 0.067
H 1.90806 -3.18081 -2.92787 0.052 0.211 0.257
C 1.07838 -1.81699 -1.46631 -0.055 -0.012 -0.107
H -0.81559 -0.77560 5.05765 1.075 0.126 0.161
H -4.77081 -0.86938 -2.44895 0.341 0.065 0.312
C -0.64796 1.45752 2.90654 -2.224 6.822 2.084
H 4.47821 -2.11336 0.38062 -0.167 -0.095 -0.247
C -0.42792 2.64014 -0.01558 -0.908 2.055 -0.232
C 2.55737 -1.18274 0.32537 0.834 -0.706 1.117
H -2.32734 -1.79004 1.02563 -0.242 0.289 -0.620
Rh -0.24168 -0.30398 2.65168 0.454 -0.322 -0.405
H 2.73967 -0.61238 1.22657 0.132 0.120 0.049
H 3.00912 3.26783 -1.73878 -0.325 0.014 0.087
C 0.52342 1.61172 -0.10862 0.691 -1.822 -0.291
H -4.47447 -1.97477 -0.22134 0.245 0.080 -0.255
C 1.76463 1.83743 -0.72488 0.560 0.852 -0.338
H 2.50999 1.04609 -0.80769 -0.263 0.267 0.004
C -0.14062 3.89349 -0.55267 -0.396 -0.264 0.264
H 4.05639 -3.43504 -1.69511 -0.081 0.047 -0.021
H 0.47821 -1.54174 4.59069 -0.205 0.609 0.644
C 3.29028 -2.76452 -1.32130 1.402 0.187 1.073
H -0.85368 0.85445 -2.07331 -0.101 -0.186 -0.006
H -1.39698 2.46982 0.45699 0.309 0.003 -0.147
H -0.88036 4.69237 -0.47613 0.295 -0.228 -0.086
H -1.58575 -1.47663 2.79128 -2.257 0.255 1.068
H -2.92785 0.55375 -3.36922 -0.004 -0.178 0.292
P 0.04231 -0.03984 0.51408 -0.008 -0.730 -3.039
C 2.08462 -2.62460 -2.00528 -1.334 0.213 -0.093
C -3.66885 -1.37310 -0.64554 0.207 -0.253 0.276
C 2.04425 3.09373 -1.25918 0.971 -2.029 0.308
H 0.12470 -1.74638 -1.97785 0.091 -0.032 0.093
O -0.94818 2.58181 3.04288 1.120 -3.632 -0.831
C -1.64187 0.21718 -1.67370 -0.440 0.220 -0.127
H 1.31807 5.09294 -1.59528 -0.062 -0.186 0.099